(1)
83
Properties=species:S:1:pos:R:3:lowdin_charge:R:1 method="wB97M-V/def2-TZVPD" homo_ev="-8.742 / -8.740" largest_force_ha_per_bohr=0.1928 total_energy_ha=-5365.7383 spin_multiplicity=1 e_lumo_ev="-2.96 / -2.96" charge=+1
Sc 1.211 -1.295 1.088 0.888
N 2.648 0.517 0.373 -0.006
C 1.992 0.979 -0.870 -0.103
C 0.547 0.447 -0.908 -0.540
O 0.434 -0.801 -0.845 -0.025
O -0.447 1.214 -1.079 -0.094
H 2.585 1.249 1.071 0.076
H 3.625 0.328 0.191 0.107
H 2.487 0.518 -1.726 0.143
H 1.990 2.060 -0.992 0.102
O 3.858 -4.272 1.460 -0.222
S 2.815 -3.776 0.630 0.783
O 2.872 -2.315 0.329 -0.356
N 1.327 -4.048 1.421 -0.187
C 0.162 -4.317 0.624 -0.185
C 0.063 -5.514 -0.030 -0.005
C -1.055 -5.836 -0.823 -0.039
C -2.099 -4.970 -0.924 -0.013
C -2.061 -3.732 -0.241 -0.132
C -3.151 -2.830 -0.271 0.023
C -3.083 -1.649 0.408 -0.011
C -1.891 -1.326 1.074 -0.078
N -0.855 -2.136 1.116 0.021
C -0.924 -3.365 0.510 -0.120
C 2.773 -4.601 -0.905 -0.307
C 3.524 -5.761 -1.036 -0.038
C 3.529 -6.408 -2.263 -0.045
C 2.792 -5.893 -3.320 -0.045
C 2.045 -4.729 -3.169 -0.046
C 2.034 -4.067 -1.956 -0.050
H 0.860 -6.236 0.084 0.129
H -1.083 -6.790 -1.331 0.118
H -2.974 -5.215 -1.513 0.122
H -4.035 -3.093 -0.838 0.128
H -3.914 -0.959 0.433 0.117
H -1.782 -0.378 1.588 0.118
H 4.083 -6.135 -0.190 0.124
H 4.108 -7.312 -2.391 0.117
H 2.798 -6.402 -4.274 0.115
H 1.469 -4.341 -3.998 0.116
H 1.464 -3.156 -1.817 0.114
Cl 1.589 -0.326 3.736 0.348
C 1.206 -3.050 2.478 -0.247
H 0.357 -3.193 3.137 0.088
H 2.128 -2.994 3.060 0.073
C -2.511 5.413 -3.011 -0.109
C -1.109 5.856 -3.422 -0.259
C -0.025 5.475 -2.417 -0.269
C 0.184 3.959 -2.221 -0.284
Ge -1.022 3.061 -0.984 1.024
C -0.966 3.695 0.843 -0.292
C -1.773 4.986 1.059 -0.278
C -3.283 4.768 0.975 -0.288
C -4.056 6.073 1.119 -0.105
H -3.266 5.856 -3.659 0.080
H -2.731 5.723 -1.983 0.063
H -2.623 4.330 -3.074 0.041
H -1.096 6.942 -3.528 0.110
H -0.861 5.434 -4.399 0.110
H -0.253 5.947 -1.457 0.091
H 0.922 5.898 -2.757 0.110
H 1.185 3.820 -1.804 0.054
H 0.160 3.438 -3.181 0.083
H -2.382 2.634 -1.528 0.011
H 0.086 3.850 1.093 0.078
H -1.324 2.904 1.498 0.056
H -1.483 5.750 0.332 0.087
H -1.525 5.378 2.048 0.119
H -3.582 4.072 1.763 0.114
H -3.532 4.303 0.015 0.081
H -3.815 6.564 2.063 0.078
H -5.131 5.899 1.097 0.074
H -3.812 6.764 0.310 0.070
C 2.972 -0.220 3.105 -0.215
C 0.777 0.540 2.749 -0.521
C 0.407 -0.743 4.759 -0.260
O 0.125 1.149 1.908 -0.022
H 2.214 -1.038 4.662 0.050
H 1.909 0.857 4.575 0.141
H 4.042 -0.278 3.066 0.062
H 1.349 -1.354 2.981 -0.061
H 0.461 -1.340 5.662 0.043
H -0.654 -0.462 4.643 0.054

=====

(2)
84
Properties=species:S:1:pos:R:3:lowdin_charge:R:1 method="wB97M-V/def2-TZVPD" homo_ev=-9.021 largest_force_ha_per_bohr=0.0283 total_energy_ha=-2557.3977 spin_multiplicity=1 e_lumo_ev=-0.25 smiles="CC(=O)OCCCCC[C@]1([C@H](I)[C@@H](C)I)OC(=O)O[C@@]1(CCCF)CCCNCc1ccccc1O.O=C1OCCO1" charge=0
C -8.143 4.320 1.679 0.020
C -6.678 4.591 1.585 -0.541
O -5.979 4.765 2.525 0.155
O -6.187 4.691 0.311 -0.032
C -5.866 3.431 -0.286 -0.177
C -4.497 2.930 0.136 -0.168
C -3.391 3.888 -0.293 -0.184
C -2.853 3.626 -1.699 -0.154
C -2.100 2.319 -1.918 -0.128
C -0.832 2.100 -1.022 -0.358
C -1.321 1.338 0.240 -0.604
I -0.741 2.317 2.104 1.036
C -1.057 -0.170 0.235 -0.733
C -1.048 -0.866 1.595 -0.232
I -2.636 -1.159 -0.892 0.988
O -0.327 3.405 -0.718 0.005
C 0.311 3.859 -1.817 -0.596
O 0.628 4.975 -1.992 0.199
O 0.518 2.841 -2.659 0.069
C 0.358 1.575 -1.894 -0.271
C 0.103 0.544 -2.998 -0.088
C 0.525 -0.895 -2.647 -0.199
C 1.509 -1.416 -3.679 -0.199
F 1.644 -2.786 -3.533 -0.056
C 1.768 1.379 -1.285 -0.083
C 1.946 1.205 0.220 -0.194
C 3.429 0.894 0.521 -0.193
N 3.593 -0.513 0.906 -0.060
C 3.706 -0.733 2.339 -0.179
C 4.286 -2.086 2.686 -0.147
C 5.314 -2.162 3.627 -0.041
C 5.897 -3.376 3.996 -0.084
C 5.451 -4.546 3.384 -0.081
C 4.422 -4.508 2.446 -0.004
C 3.831 -3.291 2.108 -0.245
O 2.809 -3.309 1.180 0.018
H -8.421 3.401 1.174 0.081
H -8.383 4.229 2.732 0.088
H -8.710 5.156 1.285 0.093
H -5.860 3.605 -1.360 0.126
H -6.647 2.701 -0.072 0.121
H -4.369 1.930 -0.281 0.098
H -4.496 2.845 1.222 0.116
H -2.566 3.935 0.411 0.061
H -3.820 4.888 -0.296 0.119
H -3.708 3.597 -2.378 0.119
H -2.271 4.482 -2.025 0.117
H -2.763 1.464 -1.857 0.037
H -1.783 2.331 -2.958 0.117
H -2.391 1.447 0.300 0.015
H -0.134 -0.436 -0.257 0.037
H -1.126 -1.934 1.414 0.050
H -1.877 -0.560 2.219 0.062
H -0.089 -0.706 2.080 0.046
H -0.930 0.536 -3.326 0.108
H 0.699 0.893 -3.837 0.131
H 1.054 -0.953 -1.703 0.094
H -0.318 -1.573 -2.656 0.057
H 1.253 -1.144 -4.700 0.123
H 2.487 -0.975 -3.473 0.120
H 2.374 2.232 -1.570 0.138
H 2.266 0.531 -1.748 0.104
H 1.706 2.140 0.712 0.046
H 1.394 0.370 0.629 0.073
H 4.038 1.079 -0.361 0.117
H 3.782 1.543 1.325 0.112
H 4.409 -0.909 0.459 0.116
H 2.720 -0.656 2.808 0.125
H 4.364 0.006 2.805 0.111
H 5.661 -1.249 4.094 0.108
H 6.687 -3.426 4.728 0.097
H 5.908 -5.486 3.650 0.101
H 4.090 -5.425 1.987 0.114
H 2.089 -2.774 1.530 0.109
O 0.013 -6.061 1.448 0.160
C 0.685 -5.869 0.488 -0.577
O 0.763 -4.695 -0.178 0.042
C 1.834 -4.782 -1.128 -0.121
C 1.944 -6.277 -1.344 -0.110
O 1.479 -6.802 -0.096 0.056
H 1.589 -4.224 -2.027 0.107
H 2.735 -4.360 -0.678 0.113
H 1.289 -6.633 -2.141 0.131
H 2.960 -6.610 -1.540 0.131